{
  "formula": "C30H47BO2P2Pd",
  "method": "wB97M-V/def2-TZVPD",
  "fmax_ev_per_a": 4.6,
  "total_charge": 2,
  "spin_multiplicity": 5,
  "total_energy_ha": -2156.4050,
  "gap_ev": [6.3, 5.2],
  "elements": ["Pd", "C", "C", "C", "C", "C", "C", "H", "H", "H", "C", "H", "H", "H", "C", "H", "H", "H", "C", "H", "H", "H", "C", "H", "H", "H", "C", "C", "C", "C", "C", "C", "C", "C", "H", "H", "H", "H", "H", "H", "H", "H", "H", "H", "H", "H", "P", "P", "C", "C", "H", "H", "H", "H", "C", "H", "H", "H", "C", "H", "H", "H", "C", "H", "H", "H", "C", "H", "H", "H", "O", "B", "O", "C", "C", "C", "C", "C", "C", "H", "H", "H", "H"],
  "positions_angstrom": [[-0.1514, -0.0116, -3.5301], [-0.7979, -1.6659, 0.5399], [0.5466, -1.7755, 0.0564], [0.5529, -0.4565, 1.9262], [-0.7803, -0.8959, 1.7030], [1.3493, -0.9407, 0.8665], [-1.9890, -2.3871, 0.0575], [-1.8204, -3.0481, -0.8026], [-2.8410, -1.7366, -0.1853], [-2.3622, -3.0406, 0.8588], [-1.8566, -0.7213, 2.6774], [-2.8109, -1.0549, 2.2821], [-1.9624, 0.3303, 2.9226], [-1.6292, -1.2754, 3.6022], [1.0538, 0.2187, 3.1332], [0.7342, -0.3169, 4.0351], [0.6393, 1.2254, 3.1755], [2.1436, 0.2878, 3.1222], [2.8268, -0.8018, 0.7830], [3.2777, -1.3924, 1.5980], [3.1861, 0.2280, 0.9259], [3.2491, -1.2014, -0.1546], [1.1101, -2.7116, -0.9274], [1.4426, -3.5680, -0.3351], [1.9998, -2.3123, -1.4095], [0.3959, -3.0681, -1.6574], [-1.8232, 1.0582, -5.5158], [-1.9396, -0.2960, -5.4519], [-1.1890, -1.2200, -6.3386], [0.3746, -1.0072, -6.3129], [0.8839, -0.3428, -5.1135], [0.9192, 1.0651, -5.0056], [0.4757, 1.9582, -6.1129], [-1.0104, 1.7185, -6.5484], [-1.5086, -1.1820, -7.3830], [0.6698, -0.4132, -7.1531], [-1.3458, -2.2614, -6.0374], [-1.0255, 1.1150, -7.4795], [-2.6356, 1.7488, -5.2449], [-2.9019, -0.7122, -5.1222], [-1.4086, 2.7029, -6.8239], [0.5692, 3.0114, -5.8344], [1.6310, 1.5761, -4.3364], [1.1618, 1.8175, -6.9660], [0.8628, -1.9757, -6.3395], [1.4421, -0.9699, -4.3506], [-1.8230, 1.2618, -2.9046], [1.7347, 1.8440, -1.9723], [-0.8211, 2.9034, -3.2299], [0.6585, 3.1558, -2.7950], [-1.4783, 3.6011, -2.6837], [-0.9241, 3.0528, -4.3094], [1.2236, 3.4343, -3.6990], [0.6759, 3.9870, -2.0709], [2.3357, 2.6127, -0.4732], [3.0143, 1.9060, -0.0031], [1.4951, 2.8235, 0.1755], [2.8583, 3.5222, -0.7809], [3.3563, 1.2921, -2.7628], [3.7733, 2.1395, -3.3298], [3.1982, 0.3986, -3.4114], [3.9868, 0.9995, -1.9040], [-3.6607, 1.0400, -2.6235], [-3.8827, 0.0399, -2.2433], [-4.2384, 1.1856, -3.5487], [-4.0382, 1.7037, -1.8411], [-1.6749, -1.0762, -2.8922], [-1.4683, -1.5889, -1.9476], [-1.2950, -1.6934, -3.7575], [-2.7485, -1.0347, -3.1368], [-2.5804, 0.9515, -0.2230], [-1.4476, 1.3337, -0.9972], [-0.4924, 2.0500, -0.1938], [-1.2545, 2.4701, 0.8522], [-0.9303, 3.3579, 1.8478], [-1.9876, 3.9359, 2.5723], [-3.2999, 3.5361, 2.3407], [-3.5897, 2.4953, 1.4138], [-2.5232, 1.9348, 0.7392], [0.0812, 3.6456, 2.0615], [-1.7933, 4.6845, 3.3605], [-4.1298, 4.0223, 2.9069], [-4.6458, 2.2240, 1.2599]],
  "atomic_forces_ev_per_a": [[-0.96, 1.47, 1.39], [0.10, -0.84, -0.96], [-0.36, 0.42, -0.13], [-0.09, -0.03, 0.10], [0.60, 0.47, 0.88], [0.78, -0.02, 0.04], [-0.68, -0.89, 0.00], [0.14, 0.26, 0.33], [0.35, 0.08, 0.10], [0.08, 0.09, 0.03], [-0.50, -0.05, 0.05], [-0.10, -0.12, 0.08], [0.02, 0.25, 0.28], [-0.08, 0.17, -0.19], [0.18, 0.08, 0.00], [0.02, 0.15, -0.09], [-0.07, 0.17, 0.20], [-0.17, 0.03, 0.10], [0.41, -0.22, -0.16], [-0.06, 0.12, -0.13], [-0.27, -0.38, 0.03], [-0.28, 0.27, 0.39], [-0.04, -0.13, 0.13], [0.09, -0.30, -0.14], [-0.10, 0.05, -0.13], [-0.13, -0.03, -0.17], [-1.74, -0.09, -1.22], [-1.58, 0.45, -1.41], [1.75, -0.88, 0.07], [-1.30, -0.92, -0.10], [3.50, 1.14, -0.70], [2.53, -0.56, -0.19], [-0.72, 0.12, -0.64], [1.98, 0.57, -1.06], [-0.31, 0.23, 0.03], [0.30, 0.13, -0.69], [-0.26, 0.19, 0.09], [-0.04, 0.22, 0.49], [0.02, -0.79, 0.61], [0.59, 0.28, 0.45], [-0.19, -0.34, 0.15], [0.15, -0.15, 0.10], [-0.19, -0.82, -0.77], [-0.25, 0.07, 0.20], [-0.03, -0.16, -0.54], [0.49, 0.45, -1.23], [1.18, 1.83, 3.07], [-1.34, -2.53, -0.56], [-1.72, 0.69, 0.45], [0.58, -0.09, 0.06], [0.49, 0.47, -0.52], [-0.02, 0.25, 0.42], [-0.32, 0.38, 0.37], [0.00, -0.18, -0.46], [0.17, 0.34, -0.10], [0.12, 0.31, 0.07], [0.20, 0.20, 0.08], [0.14, 0.05, 0.43], [-0.83, 0.48, -0.27], [0.36, -0.54, 0.17], [0.15, 0.86, 0.42], [-0.15, 0.31, -0.49], [-0.81, 1.04, -0.70], [0.45, 0.29, -0.12], [0.24, 0.02, 0.22], [0.15, 0.23, -0.44], [-1.67, -4.22, 0.48], [-0.36, 0.36, -0.51], [-0.41, -0.53, 1.09], [0.85, -0.09, 0.58], [1.31, 0.97, -0.54], [-0.35, -0.32, 0.65], [-0.70, -1.29, -1.74], [-0.53, 0.21, 0.89], [-0.34, 0.54, 0.26], [-0.08, -0.22, 0.54], [-0.56, -0.22, -0.08], [-0.43, 0.59, 0.90], [-1.30, 0.58, 1.23], [0.35, 0.26, -0.23], [0.02, -0.50, -0.63], [0.80, -0.53, -0.65], [0.74, -0.17, -0.02]],
  "lowdin_charge": [0.759, -0.127, -0.118, -0.120, -0.143, -0.122, -0.016, 0.092, 0.105, 0.120, 0.025, 0.098, 0.098, 0.127, 0.029, 0.116, 0.096, 0.094, 0.004, 0.124, 0.076, 0.089, 0.008, 0.125, 0.084, 0.083, -0.198, -0.183, -0.144, -0.149, -0.337, -0.269, -0.159, -0.150, 0.132, 0.109, 0.117, 0.130, 0.114, 0.129, 0.129, 0.104, 0.026, 0.136, 0.124, 0.115, 0.928, 0.911, -0.302, -0.338, 0.089, 0.050, 0.077, 0.092, -0.250, 0.019, 0.024, 0.073, -0.236, 0.059, 0.036, 0.044, -0.167, 0.056, 0.069, 0.063, -0.300, -0.021, 0.039, 0.017, 0.084, -0.597, 0.054, -0.237, 0.003, -0.061, -0.058, 0.028, -0.240, 0.115, 0.126, 0.129, 0.135]
}